1.
This record from the OMol25 dataset describes the ion C2H4N3 with charge +1 in a non-equilibrium geometry. The level of theory is ωB97M-V/def2-TZVPD.

The LUMO energy is -5.3 eV. The calculated total energy is -242.562326 Eh. The energy above the lowest of the compared OMol25 structures with the same formula, charge and spin is 23.27 kcal per mole. As for the SMILES: N#CC(N)=[NH2+]. Its total charge is +1. As for the molecular weight: 70.08 g mol⁻¹.

Geometry (Å):
N1 3.51145 -0.14049 -0.02763
C1 2.38419 -0.01892 0.02611
C2 0.71291 -0.00909 0.02690
N2 0.10721 1.14940 -0.03778
N3 0.09689 -1.13215 0.04963
H1 0.72536 2.05577 0.11467
H2 -0.86359 1.04157 0.05235
H3 0.71804 -1.91530 -0.23975
H4 -0.86322 -1.14486 -0.29521


2.
This record from the OMol25 dataset describes a cluster of 2 separate species, C2H4N4 in total in a non-equilibrium geometry. The level of theory is ωB97M-V/def2-TZVPD.

The LUMO energy is 1.1 eV. The calculated total energy is -297.553997 Eh. The energy above the lowest of the compared OMol25 structures with the same formula, charge and spin is 56.67 kcal per mole. As for the molecular weight: 84.08 g mol⁻¹.

Geometry (Å):
C1 1.57221 0.65951 0.32291
N1 -0.22018 -0.45975 -0.34126
C2 -0.55184 -1.54808 -0.71636
N2 -3.17459 -0.11812 0.27057
N3 -2.87791 0.69541 0.95264
N4 0.10983 0.58585 0.21584
H1 1.98229 -0.28905 0.69611
H2 1.83236 1.46769 1.00510
H3 2.00911 0.86408 -0.66232
H4 -0.68128 -1.85754 -1.74322


3.
This record from the OMol25 dataset describes an isolated molecule of C2H4N4 in a non-equilibrium geometry. The level of theory is ωB97M-V/def2-TZVPD.

The LUMO energy is -0.1 eV. The calculated total energy is -297.508376 Eh. The energy above the lowest of the compared OMol25 structures with the same formula, charge and spin is 85.30 kcal per mole. As for the SMILES: N#C/C(N)=N/N. As for the molecular weight: 84.08 g mol⁻¹.

Geometry (Å):
N1 -0.98636 -1.74326 -1.79487
C1 0.01405 -1.13695 -1.75203
C2 -0.16383 -0.36113 -0.44570
N2 -0.59496 0.95888 -0.58233
N3 0.35671 -0.86902 0.60292
N4 0.85635 -0.02688 1.55730
H1 0.05319 1.65075 -0.21768
H2 -0.91244 1.21723 -1.50250
H3 0.35137 0.83944 1.71979
H4 1.02591 -0.52906 2.41510


4.
This record from the OMol25 dataset describes a structure of composition C2H4N4 in a non-equilibrium geometry. The level of theory is ωB97M-V/def2-TZVPD.

The LUMO energy is -0.4 eV. The calculated total energy is -297.455190 Eh. The energy above the lowest of the compared OMol25 structures with the same formula, charge and spin is 118.67 kcal per mole. As for the molecular weight: 84.08 g mol⁻¹.

Geometry (Å):
C1 1.37528 -0.26473 -0.01098
C2 -0.14860 -0.26165 0.05253
H1 1.81989 0.80374 -0.80088
H2 1.68019 -1.45272 -0.44995
H3 1.60851 0.05259 1.05638
H4 -0.33730 2.05919 0.24196
N1 -0.83911 -1.34139 0.03030
N2 -2.12924 -0.88502 -0.04366
N3 -2.21449 0.46674 -0.00514
N4 -0.81515 0.82325 -0.07056


5.
This record from the OMol25 dataset describes an isolated molecule of C2H4N4 in a non-equilibrium geometry. The level of theory is ωB97M-V/def2-TZVPD.

The LUMO energy is 0.9 eV. The calculated total energy is -297.441005 Eh. The energy above the lowest of the compared OMol25 structures with the same formula, charge and spin is 127.57 kcal per mole. As for the SMILES: [H]/N=N/N1C=C1N. As for the molecular weight: 84.08 g mol⁻¹.

Geometry (Å):
H1 0.41465 0.32882 -2.63414
N1 0.27624 0.00935 -1.67244
N2 -0.88511 -0.42066 -1.58976
N3 -1.17877 -0.88056 -0.32710
C1 -1.26292 0.07618 0.74235
C2 0.00585 -0.08576 0.67552
N4 1.29100 -0.21254 1.02469
H2 -2.11397 0.34020 1.34376
H3 1.98438 -0.11159 0.29754
H4 1.58577 -0.04674 1.97735


6.
This record from the OMol25 dataset describes an isolated molecule of C2H4N4 in a non-equilibrium geometry. The level of theory is ωB97M-V/def2-TZVPD.

The LUMO energy (alpha / beta) is 0.7 / -1.0 eV. Its expectation value of S² is 2.026. The calculated total energy is -297.387426 Eh. The energy above the lowest of the compared OMol25 structures with the same formula, charge and spin is 43.60 kcal per mole. Its spin multiplicity is 3. As for the molecular weight: 84.08 g mol⁻¹.

Geometry (Å):
C1 0.90557 0.73823 0.22391
C2 -0.31466 1.32159 0.10252
N1 -2.45622 2.13956 -0.62355
N2 -1.42254 1.58879 -0.21773
N3 0.89692 -0.59594 0.19341
N4 -0.31724 -1.14630 -0.02024
H1 1.93696 1.19965 0.26327
H2 -2.97334 1.73881 -1.40339
H3 1.85835 -1.09677 0.16485
H4 -0.11483 -2.12179 -0.14653


7.
This record from the OMol25 dataset describes an isolated molecule of C2H4N4O in a non-equilibrium geometry. The level of theory is ωB97M-V/def2-TZVPD.

The LUMO energy is 0.6 eV. The calculated total energy is -372.791503 Eh. The energy above the lowest of the compared OMol25 structures with the same formula, charge and spin is 68.29 kcal per mole. As for the SMILES: [H]/N=c1/onnn1C. As for the molecular weight: 100.08 g mol⁻¹.

Geometry (Å):
H1 -1.16662 2.09949 -0.00146
N1 -0.16964 2.04721 -0.03023
C1 0.14700 0.80176 -0.02240
O1 1.44918 0.41728 0.06732
N2 1.49433 -0.95285 0.01442
N3 0.32046 -1.40653 -0.05294
N4 -0.55674 -0.39909 -0.07876
C2 -1.98243 -0.57413 0.06054
H2 -2.20099 -1.62413 0.13504
H3 -2.52616 -0.16440 -0.83303
H4 -2.30599 -0.03612 0.96464


8.
This record from the OMol25 dataset describes an isolated molecule of C2H4N4O in a non-equilibrium geometry. The level of theory is ωB97M-V/def2-TZVPD.

The LUMO energy is 0.1 eV. The calculated total energy is -372.761755 Eh. The energy above the lowest of the compared OMol25 structures with the same formula, charge and spin is 86.96 kcal per mole. As for the SMILES: [H]/N=c1\ncn(O)[nH]1. As for the molecular weight: 100.08 g mol⁻¹.

Geometry (Å):
H1 -1.29749 1.14296 -2.38419
N1 -1.55337 1.20827 -1.41794
C1 -0.71433 0.46352 -0.75482
N2 0.49277 -0.02078 -1.27748
C2 1.15250 -0.41083 -0.28382
N3 0.65248 -0.14261 0.95766
O1 0.75145 -1.04981 2.03288
N4 -0.75047 0.31525 0.62608
H2 2.18117 -0.76718 -0.24958
H3 0.26620 -1.90074 1.64060
H4 -1.18090 1.16194 1.11060


9.
This record from the OMol25 dataset describes an isolated molecule of C2H4N4O in a non-equilibrium geometry. The level of theory is ωB97M-V/def2-TZVPD.

The LUMO energy (alpha / beta) is 0.6 / 0.6 eV. The calculated total energy is -372.754805 Eh. The energy above the lowest of the compared OMol25 structures with the same formula, charge and spin is 91.32 kcal per mole. As for the molecular weight: 100.08 g mol⁻¹.

Geometry (Å):
C1 -0.16834 -1.12981 0.09929
C2 -2.28337 -0.07657 -0.10959
N1 -1.56890 -1.06512 -0.06933
N2 -0.23004 1.12114 0.03611
N3 0.47904 0.06342 0.01058
N4 1.86802 0.27987 0.15613
O1 -3.17097 0.63807 -0.06635
H1 0.21026 -1.99576 -0.21649
H2 0.27519 1.92847 0.37751
H3 2.24201 0.75139 -0.68803
H4 2.34710 -0.51511 0.47018


10.
This record from the OMol25 dataset describes a structure of composition C2H4N4O in a non-equilibrium geometry. The level of theory is ωB97M-V/def2-TZVPD.

The LUMO energy is 0.4 eV. The calculated total energy is -372.691025 Eh. The energy above the lowest of the compared OMol25 structures with the same formula, charge and spin is 131.34 kcal per mole. As for the molecular weight: 100.08 g mol⁻¹.

Geometry (Å):
C1 0.04460 -0.69436 -0.21380
C2 -0.45653 0.66541 0.13199
H1 1.31990 -2.37762 -0.55347
H2 2.23932 -1.02071 -1.05343
H3 0.43570 1.87926 1.45255
H4 -0.70030 2.72291 0.04356
N1 1.44152 -1.32385 -0.37195
N2 -0.87070 -1.49750 -0.18250
N3 -1.66092 0.59845 0.34102
N4 0.17467 1.89983 0.16873
O1 -1.96725 -0.85182 0.23729


Please write out number 1 again, unchanged.
This record from the OMol25 dataset describes the ion C2H4N3 with charge +1 in a non-equilibrium geometry. The level of theory is ωB97M-V/def2-TZVPD.

The LUMO energy is -5.3 eV. The calculated total energy is -242.562326 Eh. The energy above the lowest of the compared OMol25 structures with the same formula, charge and spin is 23.27 kcal per mole. As for the SMILES: N#CC(N)=[NH2+]. Its total charge is +1. As for the molecular weight: 70.08 g mol⁻¹.

Geometry (Å):
N1 3.51145 -0.14049 -0.02763
C1 2.38419 -0.01892 0.02611
C2 0.71291 -0.00909 0.02690
N2 0.10721 1.14940 -0.03778
N3 0.09689 -1.13215 0.04963
H1 0.72536 2.05577 0.11467
H2 -0.86359 1.04157 0.05235
H3 0.71804 -1.91530 -0.23975
H4 -0.86322 -1.14486 -0.29521


Which of these has the lowest calculated total energy?
number 7


Copy entry 6 word for word.
This record from the OMol25 dataset describes an isolated molecule of C2H4N4 in a non-equilibrium geometry. The level of theory is ωB97M-V/def2-TZVPD.

The LUMO energy (alpha / beta) is 0.7 / -1.0 eV. Its expectation value of S² is 2.026. The calculated total energy is -297.387426 Eh. The energy above the lowest of the compared OMol25 structures with the same formula, charge and spin is 43.60 kcal per mole. Its spin multiplicity is 3. As for the molecular weight: 84.08 g mol⁻¹.

Geometry (Å):
C1 0.90557 0.73823 0.22391
C2 -0.31466 1.32159 0.10252
N1 -2.45622 2.13956 -0.62355
N2 -1.42254 1.58879 -0.21773
N3 0.89692 -0.59594 0.19341
N4 -0.31724 -1.14630 -0.02024
H1 1.93696 1.19965 0.26327
H2 -2.97334 1.73881 -1.40339
H3 1.85835 -1.09677 0.16485
H4 -0.11483 -2.12179 -0.14653